C2H7NO2 | the ωB97M-V functional and the def2-TZVPD basis

Geometry as ORCA input:
```
! wB97M-V def2-TZVPD RIJCOSX def2/J DEFGRID3
* xyz 0 1
N 1.528 0.204 -0.480
C 1.956 -0.892 0.201
O 3.115 -1.199 0.358
H 2.239 0.748 -0.946
H 0.600 0.310 -0.866
H 1.135 -1.472 0.658
C -1.805 0.085 0.399
O -1.434 0.829 -0.761
H -1.721 -0.958 0.128
H -2.822 0.337 0.715
H -1.088 0.265 1.219
H -1.703 1.741 -0.627
*
```

Computed properties:
Energy ... -285.631167 Eh
ΔE to the lowest compared entry with this formula, charge and spin ... 25.5 kcal per mole
HOMO level ... -9.8485 eV
SMILES string ... NC=O.CO
Frontier orbital gap ... 10.5 eV
E_LUMO ... 0.7 eV